# 1
{"formula": "C18H23N3O2", "method": "the ωB97M-V functional and the def2-TZVPD basis", "homo_energy_ev": -8.072, "relative_energy_kcal_mol": 0.0, "smiles": "CC[C@]1(C)Cc2ccccc2-c2nc(NCCCO)[nH]c(=O)c21", "energy_ev": -27606.28799, "elements": ["C", "C", "H", "H", "C", "C", "C", "N", "C", "N", "H", "C", "C", "H", "C", "H", "O", "H", "H", "H", "H", "H", "N", "C", "O", "H", "C", "C", "C", "C", "C", "C", "C", "H", "H", "H", "H", "H", "H", "C", "H", "H", "H", "H", "H", "H"], "positions_angstrom": [[0.283, -0.827, -3.637], [0.629, -1.942, -2.657], [0.978, -2.814, -3.214], [-0.279, -2.230, -2.121], [1.715, -1.572, -1.621], [1.349, -0.262, -0.948], [0.473, -0.261, 0.113], [0.057, 0.860, 0.760], [0.513, 2.004, 0.355], [0.185, 3.142, 1.019], [0.343, 4.016, 0.541], [-0.850, 3.124, 2.027], [-2.258, 3.177, 1.430], [-2.392, 2.325, 0.762], [-3.332, 3.131, 2.519], [-3.229, 2.215, 3.105], [-4.636, 3.095, 1.996], [-4.776, 3.874, 1.445], [-3.210, 3.990, 3.196], [-2.376, 4.094, 0.843], [-0.727, 2.194, 2.585], [-0.688, 3.972, 2.696], [1.359, 2.106, -0.701], [1.823, 1.005, -1.448], [2.537, 1.248, -2.404], [1.699, 3.006, -1.018], [-0.106, -1.508, 0.610], [-1.253, -1.506, 1.397], [-1.791, -2.697, 1.845], [-1.184, -3.898, 1.512], [-0.040, -3.905, 0.732], [0.507, -2.718, 0.273], [1.759, -2.673, -0.545], [1.934, -3.640, -1.020], [2.603, -2.475, 0.126], [0.432, -4.843, 0.474], [-1.604, -4.831, 1.859], [-2.683, -2.692, 2.453], [-1.710, -0.561, 1.643], [3.094, -1.528, -2.284], [3.124, -0.804, -3.089], [3.339, -2.511, -2.682], [3.854, -1.250, -1.556], [-0.202, 0.001, -3.123], [1.172, -0.445, -4.129], [-0.400, -1.201, -4.397]], "mulliken_charge": [-1.27, -0.78, 0.45, 0.36, 1.91, -1.27, 0.81, -0.50, 0.23, -0.24, 0.25, -0.78, -0.29, 0.25, -0.63, 0.34, -0.52, 0.32, 0.29, 0.39, 0.33, 0.40, -0.08, 0.47, -0.72, 0.26, 0.67, -0.60, -0.80, -0.52, -0.95, 0.72, -1.48, 0.44, 0.40, 0.42, 0.39, 0.40, 0.65, -2.02, 0.44, 0.41, 0.45, 0.28, 0.28, 0.45]}

# 2
{"formula": "C18H23N3O2S", "method": "the ωB97M-V functional and the def2-TZVPD basis", "homo_energy_ev": -7.808, "relative_energy_kcal_mol": 87.0, "smiles": "Cc1cc(C=C2C(=O)N(C)C(=S)N(C)C2=O)c(C)n1C1CCCC1", "energy_ev": -38438.20265, "elements": ["O", "O", "S", "C", "C", "C", "C", "C", "C", "C", "C", "C", "N", "N", "N", "C", "C", "C", "C", "C", "C", "C", "C", "C", "H", "H", "H", "H", "H", "H", "H", "H", "H", "H", "H", "H", "H", "H", "H", "H", "H", "H", "H", "H", "H", "H", "H"], "positions_angstrom": [[-1.051, -2.199, 1.094], [2.865, -4.044, 0.000], [1.841, -3.435, 4.762], [0.033, -2.585, 1.489], [2.155, -3.568, 0.893], [1.531, -3.298, 3.179], [1.368, -1.627, -0.336], [-0.007, -0.292, -2.006], [1.133, -2.589, 0.628], [0.550, -0.569, -0.707], [-0.831, 0.791, -1.859], [0.178, 0.530, 0.080], [0.278, -2.838, 2.828], [2.521, -3.684, 2.279], [-0.745, 1.345, -0.583], [-1.668, 1.440, -2.952], [0.890, 0.911, 1.386], [-0.642, -2.356, 3.830], [3.866, -4.219, 2.633], [-3.559, 3.523, 0.636], [-4.096, 2.125, 1.064], [-2.429, 3.300, -0.331], [-2.975, 1.139, 0.619], [-1.824, 2.004, 0.197], [2.338, -1.602, -0.839], [0.133, -0.965, -2.863], [-1.496, 2.464, -2.959], [-2.724, 1.215, -2.903], [-1.305, 0.940, -3.817], [0.693, 1.969, 1.612], [0.457, 0.333, 2.241], [1.957, 0.708, 1.451], [-1.671, -2.133, 3.464], [-0.843, -3.074, 4.687], [-0.258, -1.323, 4.235], [3.825, -4.850, 3.542], [4.485, -3.338, 2.767], [4.255, -4.855, 1.814], [-4.377, 4.135, 0.175], [-3.138, 4.047, 1.593], [-4.251, 2.164, 2.119], [-5.102, 1.839, 0.750], [-1.723, 4.147, -0.306], [-2.770, 3.183, -1.360], [-2.567, 0.517, 1.435], [-3.226, 0.456, -0.161], [-1.377, 2.316, 1.126]], "mulliken_charge": [-0.60, -0.63, -0.38, 0.27, 0.17, 0.20, -0.87, -1.08, 0.96, 1.29, 1.04, -0.20, 0.11, 0.06, 0.42, -1.75, -1.61, -1.07, -1.00, -0.45, -0.82, -1.03, -0.33, -0.13, 0.44, 0.40, 0.40, 0.27, 0.47, 0.47, 0.20, 0.41, 0.35, 0.35, 0.32, 0.35, 0.34, 0.33, 0.35, 0.28, 0.31, 0.34, 0.26, 0.34, 0.04, 0.35, 0.07]}

# 3
{"formula": "C18H23N3O3", "method": "the ωB97M-V functional and the def2-TZVPD basis", "homo_energy_ev": -9.449, "relative_energy_kcal_mol": 162.4, "smiles": "CC[C@H](C)[C@](C#N)(Cc1ccc(C)cc1)[C@](C#N)(CCO)ON=O", "energy_ev": -29647.98055, "elements": ["C", "C", "C", "C", "C", "C", "N", "C", "C", "C", "C", "C", "C", "C", "C", "C", "C", "N", "C", "C", "O", "O", "N", "O", "H", "H", "H", "H", "H", "H", "H", "H", "H", "H", "H", "H", "H", "H", "H", "H", "H", "H", "H", "H", "H", "H", "H"], "positions_angstrom": [[1.092, -2.996, 2.019], [0.238, -2.772, 0.756], [0.268, -1.301, 0.286], [0.058, -0.376, 1.491], [-0.696, -1.001, -0.910], [-0.696, -2.227, -1.740], [-0.687, -3.182, -2.372], [-0.198, 0.149, -1.869], [0.941, 1.020, -1.385], [0.772, 2.207, -0.685], [1.863, 2.944, -0.255], [3.162, 2.533, -0.516], [4.359, 3.305, -0.036], [3.336, 1.364, -1.249], [2.245, 0.626, -1.670], [-2.209, -0.748, -0.530], [-2.993, -0.892, -1.784], [-3.606, -0.968, -2.749], [-2.558, 0.673, 0.003], [-3.251, 0.708, 1.362], [-3.667, 2.035, 1.668], [-2.618, -1.719, 0.427], [-3.603, -2.677, -0.031], [-3.712, -3.516, 0.748], [0.535, -2.829, 2.937], [1.464, -4.020, 2.011], [1.980, -2.362, 2.001], [-0.779, -3.080, 0.975], [0.669, -3.406, -0.015], [1.294, -1.147, -0.051], [-0.227, 0.630, 1.199], [-0.732, -0.754, 2.139], [0.978, -0.266, 2.060], [-1.030, 0.782, -2.182], [0.153, -0.331, -2.780], [-0.221, 2.586, -0.479], [1.699, 3.859, 0.301], [4.787, 2.822, 0.844], [5.135, 3.287, -0.802], [4.121, 4.336, 0.210], [4.336, 1.033, -1.497], [2.406, -0.280, -2.244], [-3.265, 1.135, -0.687], [-1.686, 1.318, 0.030], [-4.162, 0.113, 1.329], [-2.604, 0.333, 2.152], [-3.079, 2.660, 1.235]], "mulliken_charge": [-1.43, -0.34, -0.05, -1.83, 1.83, -0.64, -0.63, -1.30, 0.33, -0.03, -1.13, 0.97, -1.48, -0.84, -0.28, 1.36, 0.14, -0.55, -0.31, -0.32, -0.56, -0.47, 0.14, -0.33, 0.33, 0.41, 0.36, 0.06, 0.61, 0.48, 0.51, 0.25, 0.43, 0.45, 0.53, 0.39, 0.37, 0.29, 0.38, 0.37, 0.38, 0.44, 0.56, -0.70, 0.33, 0.19, 0.32]}

# 4
{"formula": "C18H23N3O3", "method": "the ωB97M-V functional and the def2-TZVPD basis", "homo_energy_ev": -7.794, "relative_energy_kcal_mol": 47.8, "smiles": "CCc1cccc2c(=O)c(C(=O)NCCN3CCOCC3)c[nH]c12", "energy_ev": -29652.94974, "elements": ["C", "H", "H", "H", "C", "C", "C", "C", "C", "C", "C", "N", "C", "C", "C", "O", "C", "O", "N", "C", "H", "H", "C", "N", "C", "C", "H", "O", "C", "C", "H", "H", "H", "H", "H", "H", "H", "H", "H", "H", "H", "H", "H", "H", "H", "H", "H"], "positions_angstrom": [[1.276, -3.396, -5.116], [1.853, -3.392, -6.038], [1.964, -3.347, -4.276], [0.737, -4.338, -5.051], [0.286, -2.227, -5.102], [-0.515, -2.204, -3.828], [-1.794, -2.724, -3.803], [-2.551, -2.746, -2.634], [-2.024, -2.241, -1.471], [-0.733, -1.706, -1.450], [0.023, -1.692, -2.634], [1.291, -1.164, -2.595], [1.810, -0.659, -1.463], [1.150, -0.646, -0.273], [-0.197, -1.179, -0.186], [-0.874, -1.199, 0.845], [1.870, -0.005, 0.874], [2.921, 0.593, 0.702], [1.287, -0.183, 2.071], [1.673, 0.563, 3.239], [1.937, -0.125, 4.050], [2.548, 1.156, 2.964], [0.529, 1.484, 3.696], [0.222, 2.441, 2.648], [0.310, 3.839, 3.022], [-0.931, 4.308, 3.794], [-0.896, 5.383, 3.981], [-2.108, 4.079, 3.048], [-2.240, 2.711, 2.714], [-1.020, 2.208, 1.931], [-1.130, 1.147, 1.708], [-0.956, 2.757, 0.985], [-3.148, 2.632, 2.114], [-2.367, 2.119, 3.635], [-0.995, 3.777, 4.759], [1.212, 4.002, 3.613], [0.389, 4.420, 2.098], [-0.340, 0.862, 3.943], [0.846, 1.996, 4.609], [0.373, -0.630, 2.071], [2.807, -0.243, -1.512], [1.832, -1.142, -3.446], [-2.582, -2.241, -0.547], [-3.547, -3.159, -2.650], [-2.216, -3.121, -4.714], [-0.397, -2.337, -5.946], [0.820, -1.283, -5.244]], "mulliken_charge": [-1.00, 0.33, 0.33, 0.32, -1.18, 0.66, -0.43, -0.93, -0.70, 0.51, -0.28, 0.08, -0.51, -0.22, 1.41, -0.91, 0.38, -0.74, -0.10, -1.20, 0.40, 0.41, -0.68, 0.20, -0.91, -0.42, 0.35, -0.39, -0.57, -0.42, 0.11, 0.35, 0.37, 0.30, 0.30, 0.46, 0.38, 0.33, 0.49, 0.34, 0.50, 0.20, 0.52, 0.39, 0.41, 0.42, 0.36]}